{"formula": "C23H46AlO21", "method": "ωB97M-V with the def2-TZVPD basis set", "elements": ["O", "C", "C", "Al", "C", "C", "C", "O", "O", "H", "H", "H", "H", "H", "H", "H", "H", "H", "H", "C", "O", "C", "O", "O", "C", "H", "H", "H", "H", "H", "H", "C", "O", "C", "O", "O", "C", "H", "H", "H", "H", "H", "H", "C", "O", "C", "O", "O", "C", "H", "H", "H", "H", "H", "H", "C", "O", "C", "O", "O", "C", "H", "H", "H", "H", "H", "H", "C", "O", "C", "O", "O", "C", "H", "H", "H", "H", "H", "H", "C", "O", "C", "O", "O", "C", "H", "H", "H", "H", "H", "H"], "positions_angstrom": [[-4.522253, -4.889708, 0.485922], [-4.836114, -4.898143, -0.730922], [-5.817592, -3.801520, -1.346459], [-7.648373, -4.793128, -1.536467], [-9.195371, -3.525116, -1.994978], [-10.331324, -3.690176, -0.830258], [-10.852377, -5.193922, -0.737050], [-10.436945, -5.967764, 0.141069], [-11.798793, -5.753831, -1.672603], [-4.495894, -5.706117, -1.476784], [-5.904484, -2.877596, -0.679545], [-5.494559, -3.491740, -2.408449], [-7.830774, -5.585327, -0.158868], [-7.450716, -5.821067, -2.737889], [-9.649464, -3.919135, -2.978989], [-8.845993, -2.449152, -2.106442], [-11.195307, -2.974287, -1.034322], [-9.819826, -3.433186, 0.165093], [-11.342409, -6.431042, -2.220918], [0.095225, 0.128665, 1.313724], [0.156293, -1.253686, 0.971155], [-0.978783, -1.931782, 1.220621], [-1.987904, -1.467180, 1.689446], [-0.789801, -3.205295, 0.859048], [-1.926608, -4.054268, 1.069793], [1.059844, 0.576952, 1.072506], [-0.676120, 0.636705, 0.730895], [-0.084760, 0.251929, 2.383220], [-2.775268, -3.715454, 0.479839], [-2.185047, -4.094501, 2.129910], [-1.658560, -5.058360, 0.742239], [0.373191, 5.725787, 4.880623], [0.435054, 4.343528, 4.537056], [-0.697164, 3.664292, 4.784839], [-1.708459, 4.122208, 5.253718], [-0.504201, 2.388847, 4.419139], [-1.635122, 1.540879, 4.627051], [1.338068, 6.171827, 4.638500], [-0.398561, 6.233515, 4.298415], [0.193500, 5.849441, 5.950571], [-2.486305, 1.881578, 4.034297], [-1.895530, 1.496707, 5.686305], [-1.365838, 0.537628, 4.296730], [-3.681190, -2.042218, 9.546872], [-3.201429, -1.536527, 8.303577], [-3.652166, -2.204787, 7.227689], [-4.395388, -3.152605, 7.244921], [-3.129460, -1.631391, 6.134433], [-3.524672, -2.241903, 4.902827], [-3.254985, -1.429368, 10.341576], [-4.769415, -1.968436, 9.598874], [-3.356897, -3.074472, 9.694181], [-4.605967, -2.175740, 4.768995], [-3.194052, -3.281656, 4.864206], [-3.043071, -1.696879, 4.090451], [1.236003, 2.214750, -4.703506], [2.198384, 1.583868, -3.859804], [1.729877, 0.514208, -3.194757], [0.611099, 0.076145, -3.260217], [2.729587, 0.020579, -2.444409], [2.370793, -1.130484, -1.675317], [1.722953, 3.061508, -5.187718], [0.890807, 1.525536, -5.476685], [0.395018, 2.588599, -4.116269], [2.071146, -1.952282, -2.328452], [1.575459, -0.889649, -0.968726], [3.250179, -1.442267, -1.110881], [5.000778, 1.252007, -3.024883], [6.316493, 0.759778, -2.749735], [7.151268, 1.673719, -2.239440], [6.884083, 2.828354, -2.006734], [8.339293, 1.082147, -2.031320], [9.335352, 1.944124, -1.484569], [4.419735, 0.434380, -3.431639], [4.519749, 1.596877, -2.109453], [5.037273, 2.051939, -3.768118], [9.027048, 2.317434, -0.505751], [9.544745, 2.771909, -2.164824], [10.247695, 1.360654, -1.359965], [10.920076, 6.146140, -7.539876], [10.240251, 5.055151, -6.923044], [9.564793, 5.386523, -5.810370], [9.498918, 6.487785, -5.324249], [8.977459, 4.278577, -5.335704], [8.216945, 4.482061, -4.142823], [11.428598, 5.763116, -8.424853], [10.210563, 6.914459, -7.853910], [11.668966, 6.565149, -6.864631], [7.399983, 5.183983, -4.321828], [8.858132, 4.834733, -3.332365], [7.790612, 3.526467, -3.852560]], "atomic_forces_ev_per_a": [[-0.623, -0.754, -3.147], [-1.398, 2.483, 1.013], [1.900, -0.659, 0.164], [0.383, 0.270, 0.104], [-0.972, -0.802, 0.015], [0.054, 0.286, -0.643], [1.373, -2.083, 2.171], [-1.385, 2.489, -2.511], [1.360, 1.279, -0.078], [-0.280, 0.737, 1.050], [0.287, -1.341, -0.709], [-0.350, -0.566, 1.487], [-0.031, 0.096, 0.085], [0.013, -0.295, -0.424], [0.603, 0.931, 1.276], [-0.800, -1.182, 0.173], [0.874, -1.020, 0.407], [-1.092, -0.626, -1.345], [-0.230, 0.552, 0.842], [-0.003, 0.367, 0.056], [-0.061, -0.048, 0.019], [-0.089, -0.696, -0.193], [0.368, 0.083, 0.026], [0.354, 0.736, 0.205], [-0.390, -0.267, -0.060], [0.002, -0.272, -0.034], [-0.041, -0.084, 0.174], [-0.093, 0.026, -0.147], [0.180, 0.072, 0.296], [-0.072, 0.135, -0.141], [0.189, 0.226, -0.043], [0.050, 0.376, 0.065], [-0.165, -0.187, 0.017], [0.032, -0.247, -0.075], [0.329, -0.062, -0.126], [0.125, 0.471, 0.046], [-0.410, -0.389, 0.084], [-0.018, -0.293, -0.062], [-0.035, -0.087, 0.179], [-0.148, -0.014, -0.135], [0.060, 0.051, 0.160], [-0.047, 0.114, -0.135], [0.181, 0.198, -0.015], [-0.091, -0.079, 0.343], [-0.015, -0.041, -0.188], [0.068, 0.077, -0.292], [0.235, 0.292, 0.110], [-0.064, -0.044, 0.545], [-0.094, -0.126, -0.588], [0.083, 0.084, -0.272], [0.096, -0.165, -0.072], [-0.176, 0.046, -0.091], [0.108, -0.158, 0.102], [-0.179, 0.068, 0.091], [0.046, 0.063, 0.230], [-0.256, 0.258, -0.298], [0.048, -0.208, 0.192], [-0.136, -0.167, 0.163], [0.388, 0.201, -0.023], [-0.987, -0.036, -0.095], [-0.145, -0.429, 0.357], [0.183, -0.155, 0.190], [-0.082, 0.012, 0.193], [0.017, -0.195, -0.072], [-0.128, 0.155, 0.070], [-0.015, -0.124, -0.215], [0.062, 0.257, -0.180], [-0.018, 0.327, -0.395], [0.607, 0.386, 0.240], [-0.267, -0.515, -0.023], [0.105, -0.379, 0.107], [-0.260, 0.136, -0.078], [0.318, 0.168, 0.174], [0.604, 0.034, 0.038], [0.156, 0.060, -0.157], [0.087, 0.061, 0.209], [-0.045, 0.089, -0.168], [-0.114, -0.012, 0.145], [-0.230, -0.148, -0.120], [0.206, 0.247, -0.223], [-0.148, 0.001, 0.227], [-0.108, -0.255, 0.049], [0.065, -0.279, -0.180], [0.317, 0.371, -0.314], [-0.239, -0.036, 0.236], [-0.154, -0.206, 0.153], [0.087, -0.004, 0.181], [-0.190, 0.064, -0.006], [0.183, 0.049, 0.067], [-0.104, 0.122, -0.125], [0.191, 0.126, -0.326]], "e_lumo_ev": 1.587, "total_energy_ev": -74191.290, "max_force_ev_per_a": 3.797, "charge": -1, "multiplicity": 1}